(1)
Computed, not measured: a 5-piece molecular cluster, C26H53ClNO9P overall, with ωB97M-V/def2-TZVPD.

Each line ends with the Löwdin charge.
Geometry (Å):
C 4.00582 1.28806 1.91720  -0.100
C 3.13902 1.79630 3.07498  -0.250
C 2.24362 2.95844 2.65824  -0.200
C 1.40387 3.47054 3.81415  -0.186
O 0.45320 4.47956 3.47190  -0.056
N -0.46167 4.05133 2.51215  -0.038
C -1.20466 2.82896 2.81962  -0.108
C -2.67361 2.85545 2.37293  -0.155
C -3.17468 1.48913 1.88546  -0.158
C -2.23845 0.77417 0.92141  -0.231
O -1.44067 -0.16521 1.63846  -0.197
C -0.16131 -0.36389 1.07327  -0.105
C -0.21907 4.38572 1.21813  -0.612
O -0.83100 3.93865 0.27994  0.065
O 0.74836 5.33064 1.08731  -0.273
P 1.32014 5.53435 -0.47161  0.608
O 2.60752 4.56093 -0.42950  -0.326
Cl 2.25042 7.32373 0.02136  0.243
H 3.52322 1.43787 0.94991  0.070
H 4.19352 0.21665 2.01807  0.069
H 4.98451 1.77025 1.90828  0.070
H 2.52039 0.99045 3.47966  0.108
H 3.79110 2.13931 3.88448  0.111
H 2.86618 3.78444 2.29784  0.111
H 1.61525 2.66443 1.81076  0.103
H 2.05086 3.95730 4.54720  0.137
H 0.92498 2.63696 4.34187  0.117
H -0.67392 1.95827 2.42887  0.108
H -1.18563 2.74359 3.90596  0.133
H -3.28347 3.16440 3.22610  0.111
H -2.83026 3.60222 1.59798  0.106
H -4.13000 1.64756 1.37588  0.111
H -3.39336 0.83267 2.73118  0.118
H -2.80553 0.24562 0.14496  0.114
H -1.58015 1.48798 0.41243  0.108
H 0.35900 0.58878 0.89922  0.076
H 0.42677 -0.95968 1.76802  0.083
H -0.23105 -0.90946 0.12607  0.084
H 3.22706 4.78965 0.27919  0.039
C 1.14987 -5.75746 1.00600  -0.176
C 0.56607 -5.39397 -0.35873  -0.160
C -0.04884 -4.03240 -0.07090  -0.203
O 0.75422 -3.43089 0.95001  -0.158
C 1.63700 -4.40295 1.50768  -0.204
H 1.94741 -6.49869 0.95924  0.107
H 0.36361 -6.14076 1.66134  0.113
H 1.36701 -5.30023 -1.09539  0.121
H -0.15337 -6.11382 -0.73838  0.096
H -1.07347 -4.13155 0.30571  0.121
H -0.06877 -3.37931 -0.94269  0.109
H 2.65695 -4.19795 1.16216  0.117
H 1.61797 -4.31714 2.59550  0.116
C 0.71457 -10.53789 -0.31528  -0.166
C 1.88467 -10.24719 -1.25315  -0.168
C 1.27242 -9.21789 -2.19384  -0.200
O 0.31619 -8.48879 -1.42178  -0.158
C 0.08274 -9.15887 -0.18099  -0.206
H 1.01437 -10.95655 0.64420  0.112
H 0.01656 -11.23187 -0.78807  0.114
H 2.71444 -9.80698 -0.69587  0.113
H 2.25515 -11.12648 -1.77771  0.111
H 0.75757 -9.70319 -3.02980  0.117
H 2.00360 -8.51754 -2.59926  0.117
H 0.55327 -8.58704 0.62575  0.103
H -0.99175 -9.19489 0.00346  0.120
C -4.45474 -2.71935 -2.21412  -0.166
C -4.46586 -4.23294 -2.00742  -0.168
C -3.16544 -4.64541 -2.68576  -0.201
O -2.26598 -3.54843 -2.52151  -0.156
C -2.97436 -2.40106 -2.05047  -0.210
H -5.08104 -2.17565 -1.50836  0.110
H -4.78636 -2.47421 -3.22529  0.114
H -4.42705 -4.46562 -0.94098  0.113
H -5.33705 -4.72864 -2.43304  0.110
H -3.31416 -4.82434 -3.75606  0.117
H -2.71761 -5.53813 -2.24652  0.113
H -2.71924 -2.23442 -0.99688  0.107
H -2.65596 -1.52985 -2.62431  0.119
C 0.24648 9.87368 -2.60753  -0.181
C 1.55852 10.61013 -2.38468  -0.181
C 1.61665 11.52095 -3.60371  -0.206
O 0.25928 11.82348 -3.93816  -0.144
C -0.62579 10.96538 -3.21220  -0.205
H -0.17816 9.45118 -1.69793  0.106
H 0.38893 9.06222 -3.32491  0.115
H 1.50328 11.20683 -1.47126  0.115
H 2.42182 9.95074 -2.30775  0.102
H 2.08220 11.01263 -4.45523  0.116
H 2.15478 12.45165 -3.42145  0.115
H -1.12116 11.55290 -2.43146  0.116
H -1.38774 10.58240 -3.89153  0.115

Properties
Highest occupied orbital energy: -9.29 eV
Relative energy (zero: lowest compared OMol25 entry of this formula, charge and spin): 0.0 kcal/mol
Structure (SMILES): CCCCON(CCCCOC)C(=O)OP(O)Cl.C1CCOC1.C1CCOC1.C1CCOC1.C1CCOC1
E: -2555.87784 Ha

(2)
Computed, not measured: C26H53CuO25 as an isolated structure at a distorted geometry, with ωB97M-V/def2-TZVPD.

Each line ends with the Löwdin spin population.
Geometry (Å):
Cu -2.00244 -11.17375 -5.16073  0.620
C -3.68292 -7.45619 -6.68323  0.002
C -3.98420 -8.91414 -7.09985  0.008
O -3.63152 -9.96876 -6.19247  0.098
H -4.09141 -7.27992 -5.68816  0.000
H -4.17842 -6.74334 -7.34233  0.000
H -2.62653 -7.19689 -6.61310  0.000
H -3.60715 -9.06809 -8.11090  0.000
H -5.05624 -9.01193 -7.27088  0.001
C -3.32649 -0.87493 -2.27361  0.000
O -4.07775 -2.07179 -2.35381  0.000
C -4.10439 -2.95837 -3.48210  0.000
O -3.30223 -2.82800 -4.41625  0.000
O -4.96128 -3.89085 -3.19474  0.000
C -5.25896 -4.89618 -4.16624  0.000
H -3.18193 -0.74382 -1.20122  0.000
H -3.93052 -0.04747 -2.64583  0.000
H -2.33153 -1.06846 -2.67449  0.000
H -4.51654 -5.65938 -4.39953  0.000
H -5.52381 -4.38983 -5.09445  0.000
H -6.09441 -5.50562 -3.82170  0.000
C -4.36074 -8.54230 -10.80987  0.000
O -3.30433 -8.52961 -11.82177  0.000
C -3.54119 -7.79403 -12.96880  0.000
O -4.47373 -7.05581 -13.21796  0.000
O -2.46535 -7.99484 -13.81381  0.000
C -2.38659 -7.36209 -15.12437  0.000
H -4.44022 -7.64398 -10.19766  0.000
H -4.23907 -9.43295 -10.19339  0.000
H -5.30383 -8.72193 -11.32604  0.000
H -2.03404 -6.33081 -15.10753  0.000
H -3.37429 -7.32491 -15.58390  0.000
H -1.68087 -7.91840 -15.74127  0.000
C -7.91364 -10.56669 -6.44667  0.001
O -8.80744 -11.05553 -5.42104  0.000
C -8.76508 -12.35827 -5.10923  0.000
O -7.82253 -13.14575 -5.30910  0.004
O -9.85680 -12.61387 -4.37704  0.000
C -10.01354 -13.89148 -3.69503  0.000
H -8.25814 -10.80125 -7.45385  0.000
H -6.93498 -11.03486 -6.34107  0.001
H -7.77359 -9.49973 -6.27320  0.000
H -9.33032 -13.86074 -2.84628  0.000
H -9.81281 -14.69190 -4.40716  0.000
H -10.95696 -13.96072 -3.15349  0.000
C -7.27406 -7.07279 -8.56074  0.000
O -7.82705 -8.18679 -9.15953  0.000
C -8.63067 -8.07303 -10.21756  0.000
O -8.96586 -6.98199 -10.69433  0.000
O -9.07142 -9.28012 -10.51944  0.000
C -9.91845 -9.28788 -11.70396  0.000
H -7.97445 -6.45080 -8.00334  0.000
H -6.87068 -6.36792 -9.28775  0.000
H -6.56274 -7.44114 -7.82153  0.000
H -10.60125 -8.44129 -11.63220  0.000
H -10.47463 -10.21710 -11.82774  0.000
H -9.43202 -9.22292 -12.67724  0.000
C -8.21090 -6.06942 -0.13708  0.000
O -7.99308 -7.17157 -1.01423  0.000
C -6.79280 -7.23437 -1.65523  0.000
O -5.79110 -6.55025 -1.44420  0.001
O -6.93189 -8.01214 -2.76361  0.001
C -5.76237 -8.54853 -3.48541  0.005
H -7.60718 -6.32344 0.73419  0.000
H -9.22248 -5.90071 0.23217  0.000
H -7.93953 -5.07423 -0.48931  0.000
H -5.22919 -9.19127 -2.78490  0.006
H -4.95693 -7.87552 -3.77940  0.001
H -6.17722 -9.04132 -4.36470  0.001
C 1.50733 -8.17104 -3.48052  0.007
O 1.50410 -7.95373 -4.84654  0.002
C 0.58054 -8.52481 -5.69199  0.007
O -0.25245 -9.31576 -5.31420  0.076
O 0.68180 -8.04559 -6.89064  0.002
C -0.26882 -8.09987 -7.86411  0.002
H 1.82041 -9.18948 -3.25061  0.003
H 0.61600 -7.79154 -2.98092  0.002
H 2.18689 -7.48113 -2.98020  0.000
H -0.92872 -8.94218 -7.65640  0.001
H 0.29391 -8.24961 -8.78553  0.000
H -0.89080 -7.23223 -8.08419  0.000
C 0.14925 -5.83777 -12.48448  0.000
O -0.18609 -5.92582 -11.09146  0.000
C -1.22649 -5.18259 -10.55806  0.000
O -1.98509 -4.50670 -11.16774  0.000
O -1.10767 -5.16274 -9.19792  0.000
C -1.85261 -4.22698 -8.41433  0.000
H 0.70898 -6.72006 -12.79492  0.000
H 0.65630 -4.89022 -12.66651  0.000
H -0.71998 -6.03969 -13.11040  0.000
H -1.76574 -4.43561 -7.34802  0.000
H -2.93253 -4.25738 -8.55912  0.000
H -1.45902 -3.23610 -8.64091  0.000
C -2.20362 -11.99441 -8.92147  0.008
O -0.82628 -11.77926 -9.09016  0.003
C 0.03750 -11.72154 -7.99168  0.011
O -0.34734 -11.76510 -6.80812  0.107
O 1.19822 -11.52832 -8.57316  0.002
C 2.31146 -11.56938 -7.75771  0.005
H -2.78442 -11.95179 -9.84286  0.000
H -2.72796 -11.26995 -8.29830  0.002
H -2.27886 -12.92063 -8.35179  0.005
H 2.41799 -12.41551 -7.07887  0.002
H 2.36514 -10.69942 -7.10320  0.001
H 3.22838 -11.52954 -8.34572  0.000

Properties
Spin multiplicity: 2
Highest occupied orbital energy (alpha / beta): -0.78 / -3.72 eV
⟨S²⟩: 0.75
Net charge: -1
E: -4543.78551 Ha

(3)
Computed, not measured: a 3-piece molecular cluster, C26H53INO7 overall, with ωB97M-V/def2-TZVPD.

Each line ends with the Löwdin charge.
Geometry (Å):
C 4.32068 4.98210 2.43236  -0.112
C 5.58286 4.90917 1.57945  -0.268
C 5.50620 3.88772 0.44468  -0.225
C 5.47516 2.41814 0.89338  -0.203
C 4.07012 1.82977 1.10147  -0.208
C 3.96330 0.31328 0.83495  -0.190
C 2.79127 -0.09394 -0.08626  -0.183
C 1.78229 -1.08055 0.53565  -0.190
C 0.30269 -0.69062 0.34938  -0.202
C -0.43921 -0.49136 1.67334  -0.197
C -1.79359 0.19993 1.46606  -0.185
C -1.72265 1.68814 1.81719  -0.184
C -2.85752 2.53485 1.25227  -0.336
C -3.13259 3.86074 1.97258  -0.645
I -1.35745 5.02637 2.31489  0.959
C -4.08456 4.60281 1.03344  -0.152
N -3.88375 3.93955 -0.31799  0.112
C -2.68657 2.99963 -0.18657  -0.204
C -2.66885 1.99808 -1.33201  -0.192
O -1.33213 1.84931 -1.71328  -0.179
C -1.18688 1.11677 -2.92706  -0.060
H 4.11656 4.03726 2.93654  0.056
H 3.45689 5.22921 1.80835  0.070
H 4.40634 5.75704 3.19485  0.069
H 6.44669 4.68818 2.21348  0.107
H 5.76583 5.89561 1.14609  0.103
H 6.36922 4.03612 -0.20777  0.105
H 4.62124 4.10231 -0.16627  0.105
H 5.99270 1.81311 0.14511  0.102
H 6.05256 2.32063 1.81882  0.117
H 3.35600 2.36846 0.47085  0.097
H 3.75961 2.01698 2.13180  0.095
H 4.90377 -0.03880 0.40538  0.101
H 3.85055 -0.21181 1.78641  0.099
H 2.25299 0.80235 -0.40828  0.090
H 3.19864 -0.54101 -0.99566  0.108
H 1.93116 -2.07842 0.12049  0.094
H 1.97659 -1.17696 1.60855  0.097
H 0.22662 0.23237 -0.23623  0.089
H -0.22640 -1.46711 -0.21029  0.115
H 0.18493 0.10911 2.34339  0.115
H -0.58973 -1.46482 2.14447  0.118
H -2.08460 0.07712 0.41895  0.091
H -2.58095 -0.26895 2.06186  0.119
H -0.76750 2.10847 1.48910  0.103
H -1.75214 1.78592 2.90571  0.124
H -3.80640 1.97552 1.31296  0.168
H -3.55569 3.72111 2.96212  0.091
H -5.12465 4.46336 1.32636  0.137
H -3.90334 5.66981 0.95427  0.106
H -4.71070 3.38246 -0.53576  0.168
H -3.75855 4.60915 -1.07637  0.190
H -1.80672 3.64010 -0.27859  0.137
H -3.09375 1.03365 -1.02354  0.126
H -3.28680 2.35562 -2.17426  0.137
H -1.43770 1.74847 -3.78472  0.097
H -0.14572 0.81071 -2.99027  0.095
H -1.82614 0.22851 -2.93359  0.094
C -5.06930 -2.69464 -6.04451  -0.059
C -4.43629 -2.83942 -4.68082  -0.194
O -4.38864 -1.57177 -3.97853  0.029
C -5.52690 -1.19498 -3.41303  -0.609
O -6.56560 -1.79586 -3.38966  0.141
O -5.32615 0.00964 -2.84185  -0.027
C -6.49555 0.55382 -2.22727  -0.042
H -4.55031 -1.93472 -6.62906  0.083
H -5.00508 -3.64284 -6.57792  0.086
H -6.11959 -2.41972 -5.96131  0.079
H -3.39354 -3.13867 -4.75610  0.124
H -4.96656 -3.56239 -4.06318  0.125
H -6.94037 -0.15633 -1.53363  0.101
H -7.23188 0.83497 -2.97818  0.104
H -6.16121 1.44091 -1.69023  0.068
C 3.93298 -4.36152 1.09099  -0.064
C 3.22822 -4.77497 2.36302  -0.208
O 2.31952 -5.86785 2.13838  0.032
C 2.88969 -7.07364 2.06652  -0.612
O 4.05947 -7.31238 2.21948  0.125
O 1.93214 -7.97406 1.85277  0.004
C 2.39895 -9.32718 1.77083  -0.032
H 3.20341 -4.13710 0.31167  0.069
H 4.53238 -3.46832 1.27343  0.079
H 4.59174 -5.15060 0.73239  0.079
H 2.59361 -3.97286 2.73718  0.116
H 3.93824 -5.04958 3.14202  0.124
H 2.98413 -9.58463 2.65062  0.097
H 3.00686 -9.46343 0.87821  0.098
H 1.50539 -9.94057 1.71552  0.093

Properties
Highest occupied orbital energy: -12.07 eV
Net charge: +1
E: -1901.36526 Ha